31
Properties=species:S:1:pos:R:3:lowdin_charge:R:1 method="wB97M-V/def2-TZVPD" gap_ev=9.710 molar_mass_g_mol=185.22 e_above_lowest_kj_mol=305.1 smiles="CC(=O)N1CCCC1.O.O.O.O"
C 0.037 0.325 3.059 -0.006
C -0.253 -0.136 1.607 -0.470
O -0.362 -1.335 1.422 0.041
N -0.442 0.737 0.508 -0.085
C -0.222 2.167 0.826 -0.165
C -0.294 2.929 -0.506 -0.142
C -0.546 1.769 -1.551 -0.126
C 0.002 0.486 -0.792 -0.196
H -0.179 -0.586 3.708 0.113
H 1.059 0.572 3.317 0.074
H -0.553 1.168 3.366 0.065
H -1.095 2.565 1.173 0.077
H 0.406 2.405 1.700 0.126
H -1.040 3.705 -0.463 0.090
H 0.710 3.530 -0.675 0.139
H -1.604 1.432 -1.519 0.113
H -0.153 1.801 -2.574 0.109
H -0.176 -0.541 -1.063 0.104
H 1.186 0.803 -0.936 0.160
O 0.749 -1.784 -3.591 -0.077
H 0.469 -2.700 -3.379 0.024
H 0.784 -1.433 -2.676 -0.012
O -2.798 -0.592 2.243 -0.025
H -2.555 -0.298 1.303 0.080
H -3.510 -1.132 2.199 -0.021
O 2.104 -1.635 -1.206 -0.104
H 2.197 -0.814 -0.664 0.050
H 2.891 -2.131 -0.921 0.076
O 1.417 -3.997 -1.276 -0.085
H 0.668 -3.956 -1.962 0.066
H 1.101 -3.323 -0.676 0.007